1.
The following is a DFT calculation (ωB97M-V with the def2-TZVPD basis set) of a cluster of 6 separate species, C35H46F40NO11PSi in total in a non-equilibrium geometry.

- E_HOMO: -8.87 eV
- Lowest unoccupied orbital energy: 0.1440 eV
- Energy: -186920.1648 eV
- Largest force on an atom: 1.6 eV Å⁻¹
- Kohn-Sham gap: 9.01 eV
- Energy above the lowest of the compared OMol25 structures with the same formula, charge and spin: 18.95 kcal/mol
- SMILES: CO[C@@H]([C@@H](CP(=O)(O)O)NOC[C@@H](C)O)[Si](C)(C)C.FC(F)C(F)(F)COC(F)(F)C(F)F.FC(F)C(F)(F)COC(F)(F)C(F)F.FC(F)C(F)(F)COC(F)(F)C(F)F.FC(F)C(F)(F)COC(F)(F)C(F)F.FC(F)C(F)(F)COC(F)(F)C(F)F

Each line ends with the Löwdin charge.
Positions of all 135 atoms, in Å:
C -1.9020 0.8248 0.1720  -0.085
O -1.0711 1.4492 1.1339  -0.189
C -0.1737 0.5671 1.7825  -0.347
C 1.0538 0.4213 0.8934  -0.376
C 1.8008 1.7036 0.6892  -0.153
P 3.2215 1.4958 -0.4140  0.396
O 4.4419 1.5937 0.3728  -0.277
O 3.2149 2.5972 -1.5473  -0.084
O 3.1817 0.0987 -1.1514  -0.108
N 1.9840 -0.6007 1.2888  -0.003
O 1.3977 -1.8812 1.0343  -0.105
C 1.6499 -2.7764 2.0803  -0.168
C 3.1192 -3.0760 2.2949  -0.425
C 3.4442 -3.2692 3.7501  -0.017
O 3.5297 -4.1995 1.5560  -0.008
Si 0.0890 1.3250 3.5122  0.626
C 0.5503 3.1555 3.4754  -0.145
C -1.5861 1.2123 4.3828  -0.155
C 1.3093 0.3851 4.6061  -0.144
H -1.6646 1.2149 -0.7912  0.073
H -2.9159 1.0951 0.3673  0.086
H -1.8287 -0.2428 0.1819  0.084
H -0.5926 -0.4197 1.9102  0.117
H 0.6967 0.1137 -0.0691  0.139
H 1.1244 2.3868 0.2217  0.097
H 2.2003 2.1351 1.5798  0.085
H 2.3227 2.8458 -1.7941  0.079
H 3.7165 -0.4647 -0.5924  0.062
H 2.2741 -0.5010 2.2518  0.109
H 1.1908 -3.6938 1.7835  0.135
H 1.1437 -2.4566 2.9761  0.106
H 3.6995 -2.2364 1.9643  0.121
H 4.2344 -2.6259 4.0607  0.075
H 3.7395 -4.2776 3.9548  0.084
H 2.6091 -3.0503 4.3765  0.063
H 3.3263 -4.0035 0.6454  0.088
H 1.5725 3.3174 3.7451  0.025
H 0.4250 3.5701 2.4973  0.022
H -0.0616 3.6742 4.1744  0.008
H -1.3961 1.3911 5.4216  0.019
H -2.3134 1.8780 3.9750  0.027
H -1.9361 0.2035 4.3116  0.024
H 1.4700 -0.6168 4.2495  -0.007
H 0.9610 0.2992 5.6074  0.025
H 2.2598 0.8747 4.6160  0.028
F -3.4569 3.7043 6.5654  0.090
C -2.7584 4.8254 6.8366  -0.299
F -1.5741 4.7259 6.1881  0.091
C -2.5009 4.9945 8.3337  -0.444
F -1.6981 4.0055 8.7782  0.134
F -1.8132 6.1631 8.4626  0.107
C -3.7269 5.1098 9.2528  -0.044
O -4.1556 3.9364 9.9096  0.055
C -4.9810 3.0504 9.2789  -0.555
F -5.4762 3.5616 8.1382  0.149
F -6.0216 2.8189 10.1026  0.152
C -4.2852 1.7096 9.0461  -0.284
F -3.1574 1.8761 8.3287  0.097
F -5.1165 0.9022 8.3520  0.103
H -3.2986 5.6862 6.4321  0.175
H -3.4130 5.7638 10.0622  0.150
H -4.5539 5.6170 8.7576  0.147
H -4.0359 1.2441 10.0014  0.177
F 9.4433 0.5802 1.2832  0.095
C 8.3517 0.0456 1.8672  -0.295
F 8.7334 -0.4883 3.0542  0.093
C 7.7352 -1.0635 1.0130  -0.438
F 8.5862 -2.1085 0.9188  0.131
F 6.6428 -1.4987 1.7033  0.100
C 7.2311 -0.6860 -0.3879  -0.036
O 8.0786 -0.9526 -1.4975  0.033
C 9.0526 -0.0470 -1.8448  -0.547
F 8.8873 1.1189 -1.2051  0.159
F 8.9025 0.1990 -3.1653  0.146
C 10.4642 -0.6035 -1.6445  -0.287
F 10.6505 -0.9882 -0.3681  0.106
F 11.3562 0.3695 -1.9323  0.108
H 7.6172 0.8337 2.0561  0.176
H 6.3739 -1.3315 -0.5623  0.143
H 6.8419 0.3318 -0.4087  0.135
H 10.6349 -1.4554 -2.3006  0.149
F -6.9728 -1.8141 -2.9541  0.095
C -7.3669 -1.6602 -4.2371  -0.300
F -7.8931 -2.8363 -4.6538  0.101
C -6.1974 -1.2880 -5.1466  -0.441
F -5.3115 -2.3045 -5.2064  0.134
F -6.7262 -1.1387 -6.3928  0.108
C -5.4525 0.0193 -4.8333  -0.038
O -4.2591 -0.0764 -4.0818  0.056
C -4.2978 -0.1252 -2.7205  -0.546
F -5.5211 0.1727 -2.2540  0.153
F -3.4528 0.8317 -2.2677  0.131
C -3.7957 -1.4692 -2.1940  -0.282
F -4.5165 -2.4796 -2.7079  0.108
F -3.9337 -1.4891 -0.8476  0.096
H -8.1480 -0.8979 -4.2827  0.149
H -5.1236 0.3956 -5.7985  0.149
H -6.1230 0.7753 -4.4262  0.147
H -2.7448 -1.6089 -2.4569  0.179
F 8.8926 -5.1444 -6.1490  0.096
C 9.6478 -4.0513 -5.9197  -0.300
F 10.8368 -4.2232 -6.5450  0.098
C 9.9063 -3.8509 -4.4259  -0.434
F 10.6580 -4.8614 -3.9472  0.138
F 10.6573 -2.7134 -4.3305  0.098
C 8.6854 -3.6446 -3.5126  -0.039
O 8.1982 -4.7723 -2.8173  0.062
C 7.3327 -5.6412 -3.4146  -0.554
F 6.8634 -5.1528 -4.5765  0.150
F 6.2796 -5.7873 -2.5853  0.149
C 7.9600 -7.0238 -3.5891  -0.284
F 9.0949 -6.9461 -4.3085  0.101
F 7.0886 -7.8164 -4.2522  0.101
H 9.1535 -3.1727 -6.3450  0.175
H 9.0196 -2.9828 -2.7210  0.122
H 7.8852 -3.1103 -4.0229  0.152
H 8.1834 -7.4610 -2.6143  0.177
F -10.0809 3.7882 -5.7359  0.091
C -11.0910 4.0842 -6.5825  -0.301
F -11.3961 5.3933 -6.4304  0.101
C -12.3375 3.2523 -6.2783  -0.447
F -12.8282 3.5801 -5.0655  0.136
F -13.2643 3.6202 -7.2043  0.109
C -12.2085 1.7243 -6.3803  -0.039
O -11.9836 1.0120 -5.1805  0.060
C -10.7260 0.8717 -4.6822  -0.555
F -9.7961 1.2598 -5.5773  0.141
F -10.5283 -0.4445 -4.4524  0.144
C -10.5596 1.5878 -3.3440  -0.279
F -10.8508 2.8939 -3.4628  0.107
F -9.2665 1.4694 -2.9547  0.093
H -10.7609 3.9198 -7.6123  0.174
H -13.1842 1.3782 -6.7106  0.150
H -11.5048 1.4313 -7.1582  0.148
H -11.2117 1.1405 -2.5918  0.179



2.
The following is a DFT calculation (ωB97M-V with the def2-TZVPD basis set) of the ion C11H22NO2 with charge +1 in a non-equilibrium geometry.

- E_HOMO: -12.31 eV
- Lowest unoccupied orbital energy: -2.9624 eV
- Net charge: +1
- Energy: -17337.5853 eV
- Largest force on an atom: 3.5 eV Å⁻¹
- Kohn-Sham gap: 9.34 eV
- Energy above the lowest of the compared OMol25 structures with the same formula, charge and spin: 64.39 kcal/mol

Each line ends with the Löwdin charge.
Positions of all 36 atoms, in Å:
C 1.8772 -0.7471 1.7231  -0.136
C 0.2133 0.8278 0.4840  -0.034
C 2.7928 -1.0105 2.8917  -0.032
C -2.9773 1.4524 0.9860  -0.086
C -1.3073 -1.1451 1.2129  -0.018
C -0.1733 0.9648 -2.8801  -0.007
C 1.6639 -0.6406 -2.5815  -0.013
C -2.3237 0.6766 -0.1923  -0.140
C -0.4009 -0.9214 -1.1481  -0.049
C -0.9534 -0.1374 0.1546  -0.363
C 0.4658 0.0235 -1.9194  -0.454
N 1.1413 0.2821 1.6538  -0.203
O 1.0983 1.0941 2.6623  -0.065
O 0.9587 1.0034 -0.7781  0.098
H 1.7305 -1.6077 1.1340  0.110
H -0.0873 1.8565 0.9217  0.199
H 2.2462 -1.3317 3.8180  0.113
H 3.2889 -0.0483 3.2137  0.107
H 3.4897 -1.7425 2.5067  0.073
H -2.3025 1.9950 1.6841  0.095
H -3.7480 2.0394 0.5374  0.073
H -3.4680 0.8471 1.7234  0.063
H -1.9658 -1.8590 0.7925  0.097
H -1.6803 -0.6198 2.0338  0.076
H -0.4077 -1.6834 1.5956  0.096
H -0.5170 0.4533 -3.8317  0.141
H -1.0173 1.5816 -2.4082  0.113
H 0.6078 1.5794 -3.2491  0.077
H 1.4084 -1.6276 -3.1335  0.143
H 2.3429 -1.0520 -1.7370  0.116
H 2.2756 0.0743 -3.2073  0.114
H -1.9989 1.5663 -0.7612  0.092
H -3.0411 -0.0279 -0.6326  0.129
H 0.1494 -1.8316 -0.8852  0.119
H -1.2338 -1.4340 -1.8266  0.195
H 1.8530 1.1502 -0.5574  0.166



3.
The following is a DFT calculation (ωB97M-V with the def2-TZVPD basis set) of a structure of composition C4H14N2O in a non-equilibrium geometry.

- E_HOMO (spin up / spin down): -12.98 / -12.94 eV
- Lowest unoccupied orbital energy (spin up / spin down): -5.7865 / -8.7057 eV
- Spin multiplicity: 2
- ⟨S²⟩: 0.756
- Net charge: +1
- Energy: -9389.0749 eV
- Largest force on an atom: 2.9 eV Å⁻¹
- Kohn-Sham gap (spin up / spin down): 7.19 / 4.24 eV
- Energy above the lowest of the compared OMol25 structures with the same formula, charge and spin: 126.71 kcal/mol

Each line ends with the Löwdin charge.
Positions of all 21 atoms, in Å:
N 1.2341 1.3899 -0.2746  0.298
C 0.0070 1.0439 -1.5520  -0.032
C -1.2035 0.4953 -0.7691  -0.187
N -0.9928 -0.8884 -0.4156  -0.062
C 0.0779 -1.3624 0.4592  -0.293
C 1.0669 -2.3971 -0.0554  -0.076
H 1.0278 0.5190 -1.0924  0.119
H 1.3017 2.3806 -0.5395  0.113
H 0.0298 2.0550 -1.9195  0.126
H 0.1280 0.5083 -2.5155  0.181
H -2.0684 0.5016 -1.4297  0.150
H -1.3810 1.0648 0.1477  0.109
H -1.8324 -1.4042 -0.2048  0.128
H -0.2862 -1.7753 1.4176  0.130
H 0.5551 -0.4766 0.8834  0.069
H 1.6571 -2.7912 0.7725  0.083
H 0.5889 -3.2639 -0.5050  0.080
H 1.7825 -1.9566 -0.7621  0.065
H -0.0701 2.1127 2.8478  0.064
H 0.2260 1.5261 1.5341  -0.026
O -0.3196 1.3457 2.3139  -0.040